<1>
Entry from OMol25: the ion C4H6NO2 with charge -1 (ωB97M-V/def2-TZVPD).

```
! RIJCOSX wB97M-V def2-TZVPD def2/J DEFGRID3
* xyz -1 1
C -1.247 1.485 -0.316
C -0.230 0.804 0.300
C 0.342 -0.384 -0.489
O -0.456 -1.497 -0.958
C 1.005 -0.846 0.927
N 0.351 0.387 1.437
O 0.695 1.012 2.515
H -1.659 2.448 -0.194
H -1.414 1.070 -1.275
H 1.031 -0.043 -1.355
H -1.425 -1.335 -0.777
H 0.634 -1.749 1.412
H 2.111 -0.844 0.995
*
```

Output
HOMO-LUMO gap: 5.61 eV
HOMO energy: -1.601 eV
E_LUMO: 4.014 eV


<2>
Entry from OMol25: a cluster of 2 separate species, C4H6NO2 in total (ωB97M-V/def2-TZVPD).

```
! RIJCOSX wB97M-V def2-TZVPD def2/J DEFGRID3
* xyz -1 1
C -0.450 1.917 -0.213
C -1.928 -0.275 -0.015
C 1.306 -1.361 0.365
C 1.175 0.081 -0.091
N -0.052 0.631 -0.076
O -2.152 -0.491 -1.136
O -2.192 -0.315 1.084
H -1.513 1.810 -0.398
H 0.210 2.614 -0.726
H 1.820 -2.043 -0.155
H 0.276 -1.780 0.284
H 1.532 -1.444 1.460
H 1.967 0.657 -0.384
*
```

Output
HOMO-LUMO gap: 5.74 eV
HOMO energy: -1.548 eV
E_LUMO: 4.190 eV


<2> is favored, and the nearest alternative lies 49.7 kcal/mol above it.


<1>
Entry from OMol25: a cluster of 2 separate species, C2H12N5 in total (ωB97M-V/def2-TZVPD).

```
! RIJCOSX wB97M-V def2-TZVPD def2/J DEFGRID3
* xyz 1 1
C -0.884 2.741 0.472
C 1.584 -1.611 0.794
N -0.741 -2.147 -1.572
N -0.928 -0.735 0.145
N -0.045 1.666 -0.138
N 1.151 -1.481 -0.531
N -0.289 -1.487 -0.677
H -1.659 3.026 -0.150
H -1.129 2.448 1.507
H -0.267 3.691 0.537
H 1.036 -2.484 1.226
H 2.607 -1.748 0.853
H 1.348 -0.586 1.297
H -0.061 1.703 -1.180
H -1.735 -2.220 -1.968
H -0.568 0.347 0.151
H -1.895 -0.978 0.298
H 0.891 1.917 0.205
H 1.584 -2.062 -1.270
*
```

Output
HOMO-LUMO gap: 10.36 eV
HOMO energy: -14.252 eV
E_LUMO: -3.892 eV


<2>
Entry from OMol25: a cluster of 2 separate species, C2H12N5 in total (ωB97M-V/def2-TZVPD).

```
! RIJCOSX wB97M-V def2-TZVPD def2/J DEFGRID3
* xyz 1 1
N 0.858 -0.652 -1.443
C 2.227 -0.071 -1.362
N 2.354 1.208 -0.679
H 0.979 -1.634 -1.209
H 0.524 -0.641 -2.399
H 2.882 -0.785 -0.861
H 2.663 0.056 -2.354
H 1.666 1.836 -1.080
H 2.121 1.100 0.306
N -1.195 0.661 0.070
C -1.747 -0.072 1.019
N -2.639 0.438 1.895
N -1.324 -1.334 1.186
H -1.465 1.628 0.001
H -0.387 0.282 -0.485
H -2.773 1.436 1.884
H -2.668 -0.015 2.790
H -0.475 -1.586 0.722
H -1.601 -1.855 2.000
*
```

Output
HOMO-LUMO gap: 10.15 eV
HOMO energy: -13.255 eV
E_LUMO: -3.110 eV


<2> is favored, and the nearest alternative lies 126.0 kcal/mol above it.


<1>
Entry from OMol25: a cluster of 2 separate species, C3H12N in total (ωB97M-V/def2-TZVPD).

```
! RIJCOSX wB97M-V def2-TZVPD def2/J DEFGRID3
* xyz 1 1
N -1.436 1.126 -1.822
H -0.770 1.367 -1.067
H -2.212 1.788 -1.683
H -1.079 1.414 -2.739
H -1.730 0.152 -1.857
C 1.174 0.401 0.218
C 0.032 -0.387 0.799
C 0.568 -1.603 1.565
H 1.711 0.946 0.997
H 0.892 1.328 -0.348
H 1.664 -0.182 -0.560
H -0.596 -0.756 -0.020
H -0.640 0.125 1.502
H -0.157 -2.307 1.952
H 1.185 -2.150 0.857
H 1.391 -1.263 2.208
*
```

Output
HOMO-LUMO gap: 10.66 eV
HOMO energy: -14.966 eV
E_LUMO: -4.305 eV


<2>
Entry from OMol25: a cluster of 2 separate species, C3H12N in total (ωB97M-V/def2-TZVPD).

```
! RIJCOSX wB97M-V def2-TZVPD def2/J DEFGRID3
* xyz 1 1
N 1.900 0.671 0.418
H 1.619 -0.233 0.814
H 2.574 1.082 1.072
H 1.056 1.256 0.384
H 2.349 0.577 -0.493
C -0.666 -1.426 0.484
C -0.758 -0.519 -0.740
C -1.077 0.957 -0.456
H -1.590 -1.383 1.053
H -0.484 -2.455 0.207
H 0.090 -1.096 1.206
H 0.114 -0.660 -1.388
H -1.572 -0.873 -1.345
H -0.327 1.648 -0.865
H -1.262 1.180 0.599
H -1.966 1.273 -0.950
*
```

Output
HOMO-LUMO gap: 11.47 eV
HOMO energy: -15.550 eV
E_LUMO: -4.076 eV


<2> is favored, and the nearest alternative lies 10.2 kcal/mol above it.